Entry w
Computed, not measured: a structure of composition C44H44N4O10S2Se2Ta, with the ωB97M-V functional and the def2-TZVPD basis.

Summary:
HOMO level   -4.9 eV
Gap between HOMO and LUMO   6.963 eV

The geometry in ORCA input format:
```
! wB97M-V def2-TZVPD RIJCOSX def2/J DEFGRID3
* xyz -1 1
Ta 0.10 0.01 0.06
O 1.53 4.80 1.34
C 2.89 4.53 1.02
C 3.19 3.08 0.61
C 4.72 2.99 0.51
O 5.22 1.78 -0.01
C 2.65 2.14 1.70
Se 2.50 0.29 1.16
C 2.59 2.77 -0.77
Se 0.69 2.38 -0.84
H 0.96 4.30 0.73
H 3.46 4.78 1.92
H 3.23 5.20 0.22
H 5.13 3.18 1.51
H 5.09 3.78 -0.15
H 4.65 1.05 0.29
H 1.67 2.47 2.03
H 3.32 2.17 2.56
H 3.10 1.93 -1.23
H 2.72 3.63 -1.43
C -2.24 -3.49 -4.86
O -3.40 -2.73 -4.60
C -3.29 -1.73 -3.69
C -4.49 -1.10 -3.33
C -4.45 -0.11 -2.38
C -3.26 0.30 -1.76
C -3.28 1.29 -0.66
C -4.63 1.77 -0.16
O -2.27 1.68 -0.10
C -2.07 -0.33 -2.16
O -0.89 -0.01 -1.66
C -2.09 -1.35 -3.12
H -2.53 -4.26 -5.58
H -1.87 -3.97 -3.95
H -1.44 -2.87 -5.29
H -5.41 -1.41 -3.79
H -5.38 0.37 -2.09
H -5.17 2.32 -0.93
H -4.45 2.43 0.69
H -5.24 0.92 0.15
H -1.15 -1.82 -3.35
C -3.36 -6.00 4.94
C -2.90 -5.05 3.87
C -2.74 -3.69 4.15
C -2.30 -2.82 3.17
C -2.04 -3.31 1.89
C -2.19 -4.66 1.59
C -2.63 -5.52 2.59
S -1.34 -2.22 0.72
O -2.01 -0.90 0.71
O -1.30 -2.91 -0.54
N 0.09 -1.78 1.32
C 1.14 -2.74 1.01
C 1.55 -2.59 -0.45
O 2.05 -3.49 -1.10
O 1.28 -1.39 -0.91
H -3.59 -5.48 5.87
H -2.58 -6.74 5.16
H -4.24 -6.56 4.63
H -2.95 -3.32 5.14
H -2.14 -1.77 3.38
H -1.97 -5.01 0.59
H -2.75 -6.57 2.37
H 0.84 -3.77 1.22
H 2.01 -2.50 1.63
C -3.33 0.48 10.71
C -2.89 0.55 9.26
O -2.82 -0.41 8.55
S -2.50 2.22 8.75
C -1.99 1.96 7.08
C -2.93 1.94 6.05
C -2.53 1.72 4.75
C -1.17 1.53 4.44
C -0.24 1.57 5.47
C -0.64 1.78 6.78
C -0.77 1.25 3.10
C -0.43 0.95 1.97
H -4.28 -0.06 10.75
H -3.44 1.46 11.16
H -2.58 -0.09 11.26
H -3.98 2.08 6.28
H -3.25 1.70 3.94
H 0.81 1.42 5.24
H 0.09 1.80 7.58
C 2.82 -1.80 -3.98
C 3.17 -0.71 -3.19
N 2.57 0.47 -3.29
C 1.59 0.61 -4.17
C 1.17 -0.40 -5.03
C 1.82 -1.63 -4.92
C 0.14 -0.25 -6.07
C -0.91 0.55 -6.25
C -1.47 1.65 -5.44
C -2.83 1.95 -5.56
C -3.32 2.97 -4.78
N -2.56 3.67 -3.94
C -1.28 3.30 -3.89
N -0.70 2.35 -4.61
H 3.31 -2.75 -3.84
H 3.95 -0.80 -2.44
H 1.12 1.58 -4.20
H 1.53 -2.45 -5.56
H 0.25 -1.01 -6.84
H -1.52 0.33 -7.12
H -3.47 1.38 -6.22
H -4.37 3.24 -4.83
H -0.64 3.84 -3.20
*
```

Here are the Mulliken charges for atoms 1 to 99, given in e:
1. Ta -1.0347
2. O -0.5397
3. C -1.1456
4. C 1.9355
5. C -1.2221
6. O -0.5220
7. C -1.2109
8. Se -0.4204
9. C -1.2325
10. Se -0.2533
11. H 0.3266
12. H 0.4129
13. H 0.3347
14. H 0.3669
15. H 0.3956
16. H 0.2863
17. H 0.2772
18. H 0.4590
19. H 0.3940
20. H 0.5461
21. C -0.4910
22. O -0.5169
23. C 0.7580
24. C -1.4319
25. C -0.9081
26. C 0.1547
27. C 0.9458
28. C -2.0654
29. O -0.4733
30. C 0.8026
31. O 0.9382
32. C 0.2373
33. H 0.2924
34. H 0.2685
35. H 0.0817
36. H 0.4623
37. H 0.4214
38. H 0.4252
39. H 0.3986
40. H 0.4172
41. H 0.3538
42. C -1.4570
43. C 1.2542
44. C -1.0198
45. C -0.9094
46. C -0.7996
47. C -0.2628
48. C -0.8387
49. S 2.4001
50. O -0.5003
51. O -0.7461
52. N -0.1969
53. C -1.1443
54. C 1.0220
55. O -0.7118
56. O -0.0942
57. H 0.3428
58. H 0.3205
59. H 0.3463
60. H 0.4203
61. H 0.5713
62. H 0.5673
63. H 0.3710
64. H 0.2772
65. H 0.3407
66. C -1.0578
67. C 0.7154
68. O -0.5295
69. S -0.2526
70. C -0.0389
71. C -0.3122
72. C -0.4140
73. C 0.0263
74. C -0.5056
75. C -0.4153
76. C -0.0142
77. C 0.4436
78. H 0.2867
79. H 0.3635
80. H 0.2754
81. H 0.4059
82. H 0.5034
83. H 0.5250
84. H 0.4156
85. C -0.5050
86. C -0.5188
87. N -0.2155
88. C -0.5060
89. C 0.7851
90. C -0.6139
91. C -0.5654
92. C -1.0583
93. C 1.0639
94. C -0.5114
95. C -0.3003
96. N -0.6271
97. C -0.4153
98. N -0.3439
99. H 0.3657



Entry x
Computed, not measured: a structure of composition C44H44N4O10S2Se2Ta, with the ωB97M-V functional and the def2-TZVPD basis.

Summary:
HOMO level   -5.0 eV
Gap between HOMO and LUMO   7.011 eV

The geometry in ORCA input format:
```
! wB97M-V def2-TZVPD RIJCOSX def2/J DEFGRID3
* xyz -1 1
Ta -0.11 0.12 0.00
O -3.27 -3.53 1.70
C -4.42 -2.78 1.36
C -4.15 -1.36 0.82
C -5.53 -0.69 0.73
O -5.55 0.57 0.10
C -3.25 -0.62 1.81
Se -2.40 0.97 1.07
C -3.55 -1.42 -0.59
Se -1.64 -1.86 -0.72
H -2.57 -3.32 1.06
H -5.01 -2.70 2.28
H -5.03 -3.31 0.62
H -5.93 -0.61 1.75
H -6.21 -1.33 0.16
H -4.72 1.03 0.28
H -2.45 -1.27 2.17
H -3.84 -0.30 2.68
H -3.68 -0.48 -1.11
H -4.05 -2.19 -1.17
C 3.50 1.85 -5.15
O 4.21 0.68 -4.78
C 3.67 -0.08 -3.78
C 4.44 -1.18 -3.37
C 3.95 -1.98 -2.37
C 2.72 -1.74 -1.74
C 2.24 -2.57 -0.63
C 3.04 -3.80 -0.24
O 1.24 -2.31 0.02
C 1.97 -0.64 -2.18
O 0.78 -0.37 -1.69
C 2.45 0.19 -3.21
H 4.10 2.34 -5.91
H 3.37 2.52 -4.29
H 2.52 1.60 -5.56
H 5.39 -1.37 -3.85
H 4.55 -2.83 -2.06
H 3.07 -4.51 -1.07
H 2.56 -4.26 0.61
H 4.07 -3.52 0.01
H 1.83 1.03 -3.48
C 5.60 4.05 4.90
C 4.76 3.43 3.81
C 3.97 2.32 4.07
C 3.19 1.75 3.07
C 3.22 2.31 1.80
C 4.01 3.42 1.52
C 4.77 3.97 2.53
S 2.16 1.63 0.58
O 2.20 0.16 0.61
O 2.50 2.26 -0.67
N 0.67 1.87 1.09
C 0.10 3.15 0.69
C -0.38 3.04 -0.75
O -0.49 4.00 -1.48
O -0.61 1.80 -1.09
H 5.53 3.47 5.82
H 5.26 5.07 5.12
H 6.64 4.11 4.61
H 3.95 1.89 5.07
H 2.55 0.90 3.27
H 4.01 3.82 0.51
H 5.39 4.84 2.32
H 0.79 3.99 0.80
H -0.77 3.34 1.33
C 2.76 -1.43 10.77
C 2.35 -1.34 9.32
O 2.75 -0.48 8.58
S 1.21 -2.62 8.84
C 0.90 -2.20 7.15
C 1.75 -2.66 6.15
C 1.51 -2.33 4.83
C 0.40 -1.54 4.48
C -0.46 -1.10 5.50
C -0.21 -1.43 6.82
C 0.18 -1.15 3.13
C 0.02 -0.77 1.99
H 3.85 -1.41 10.82
H 2.38 -2.33 11.25
H 2.38 -0.56 11.29
H 2.61 -3.26 6.41
H 2.17 -2.67 4.05
H -1.31 -0.50 5.23
H -0.88 -1.09 7.60
C -1.83 2.55 -4.18
C -2.61 1.77 -3.34
N -2.58 0.45 -3.33
C -1.74 -0.17 -4.16
C -0.91 0.50 -5.06
C -0.99 1.90 -5.06
C -0.01 -0.12 -6.04
C 0.68 -1.26 -6.11
C 0.84 -2.39 -5.19
C 2.00 -3.17 -5.29
C 2.13 -4.23 -4.43
N 1.21 -4.53 -3.51
C 0.15 -3.73 -3.49
N -0.09 -2.70 -4.29
H -1.86 3.63 -4.13
H -3.28 2.24 -2.62
H -1.72 -1.25 -4.11
H -0.37 2.47 -5.75
H 0.17 0.55 -6.88
H 1.31 -1.36 -6.99
H 2.77 -2.93 -6.01
H 3.01 -4.87 -4.46
H -0.61 -3.94 -2.74
*
```

Here are the Mulliken charges for atoms 1 to 99, given in e:
1. Ta -1.1038
2. O -0.5465
3. C -1.1331
4. C 1.7579
5. C -1.2086
6. O -0.5242
7. C -1.0063
8. Se -0.4973
9. C -1.2289
10. Se -0.2413
11. H 0.2598
12. H 0.4281
13. H 0.3282
14. H 0.3705
15. H 0.4052
16. H 0.2856
17. H 0.1193
18. H 0.4869
19. H 0.3969
20. H 0.5440
21. C -0.5097
22. O -0.5089
23. C 0.7024
24. C -1.3337
25. C -0.8633
26. C 0.0912
27. C 1.1101
28. C -2.0917
29. O -0.4054
30. C 0.5784
31. O 1.1569
32. C 0.2895
33. H 0.2833
34. H 0.2864
35. H 0.0859
36. H 0.4561
37. H 0.4255
38. H 0.3544
39. H 0.4161
40. H 0.4297
41. H 0.3938
42. C -1.4616
43. C 1.2423
44. C -1.0470
45. C -0.8528
46. C -0.7977
47. C -0.2897
48. C -0.8184
49. S 2.4352
50. O -0.5643
51. O -0.8071
52. N -0.2873
53. C -1.1649
54. C 0.9827
55. O -0.7079
56. O -0.1019
57. H 0.3417
58. H 0.3200
59. H 0.3437
60. H 0.4535
61. H 0.5228
62. H 0.5707
63. H 0.3699
64. H 0.2758
65. H 0.3519
66. C -1.0561
67. C 0.7135
68. O -0.5275
69. S -0.2515
70. C -0.0208
71. C -0.3347
72. C -0.4304
73. C 0.0785
74. C -0.5082
75. C -0.4301
76. C -0.2574
77. C 0.8167
78. H 0.2886
79. H 0.3644
80. H 0.2737
81. H 0.4018
82. H 0.5211
83. H 0.5248
84. H 0.4203
85. C -0.5515
86. C -0.4700
87. N -0.2437
88. C -0.2642
89. C 0.8888
90. C -0.6361
91. C -0.6197
92. C -1.0622
93. C 1.1672
94. C -0.5661
95. C -0.3401
96. N -0.5708
97. C -0.5124
98. N -0.2864
99. H 0.3492



Verdict on stability: entry x comes out on top.



Entry w
Computed, not measured: a structure of composition C3H2O4, with the ωB97M-V functional and the def2-TZVPD basis.

Summary:
HOMO level   -11.1 eV
Gap between HOMO and LUMO   11.616 eV

The geometry in ORCA input format:
```
! wB97M-V def2-TZVPD RIJCOSX def2/J DEFGRID3
* xyz 0 1
C 0.69 -0.44 0.03
C -0.76 -0.78 0.07
C 0.41 1.03 0.07
O -1.24 0.55 -1.02
O -1.07 0.86 0.44
O -1.43 -1.74 0.24
O 1.00 2.05 0.11
H 1.20 -0.77 0.94
H 1.21 -0.77 -0.87
*
```

So, what does the natural (NBO) scheme give us? The charges, in e, come out as:
1. C -0.6135
2. C 0.8297
3. C 0.8279
4. O -0.3697
5. O -0.2721
6. O -0.4813
7. O -0.4627
8. H 0.2674
9. H 0.2743



Entry x
Computed, not measured: a cluster of 2 separate species, C3H2O4 in total, with the ωB97M-V functional and the def2-TZVPD basis.

Summary:
HOMO level   -8.5 eV
SMILES string   O=C=CO.O=C=O
Gap between HOMO and LUMO   8.414 eV

The geometry in ORCA input format:
```
! wB97M-V def2-TZVPD RIJCOSX def2/J DEFGRID3
* xyz 0 1
O -0.20 -2.22 0.66
C -0.90 -1.31 0.59
C -1.89 -0.52 0.17
O -1.66 0.69 -0.49
H -3.00 -0.48 0.61
H -0.69 0.81 -0.49
O 2.99 1.31 0.73
C 2.78 0.97 -0.33
O 2.58 0.73 -1.45
*
```

So, what does the natural (NBO) scheme give us? The charges, in e, come out as:
1. O -0.4298
2. C 0.5684
3. C -0.1794
4. O -0.6670
5. H 0.2374
6. H 0.4704
7. O -0.4964
8. C 1.0159
9. O -0.5195



Verdict on stability: entry x comes out on top.



Entry w
Computed, not measured: a structure of composition C2H5NO2, with the ωB97M-V functional and the def2-TZVPD basis.

Summary:
HOMO level   -9.8 eV
Gap between HOMO and LUMO   10.290 eV

The geometry in ORCA input format:
```
! wB97M-V def2-TZVPD RIJCOSX def2/J DEFGRID3
* xyz 0 1
C 0.54 -0.64 -1.15
C 0.14 -0.25 0.29
H 0.52 -1.94 -1.05
H 1.69 0.08 -1.53
H -0.54 -0.15 -1.79
H -1.05 1.28 -0.26
H -0.56 0.34 2.13
N -0.39 0.97 0.39
O 0.42 -0.93 1.26
O -0.78 1.24 1.70
*
```

So, what does the natural (NBO) scheme give us? The charges, in e, come out as:
1. C -0.7217
2. C 0.5901
3. H 0.2767
4. H 0.2788
5. H 0.2102
6. H 0.3827
7. H 0.4884
8. N -0.3211
9. O -0.6251
10. O -0.5589



Entry x
Computed, not measured: an isolated molecule of C2H5NO2, with the ωB97M-V functional and the def2-TZVPD basis.

Summary:
HOMO level   -9.7 eV
SMILES string   NCC(=O)O
Gap between HOMO and LUMO   10.325 eV

The geometry in ORCA input format:
```
! wB97M-V def2-TZVPD RIJCOSX def2/J DEFGRID3
* xyz 0 1
N 1.50 -0.34 -0.18
C 0.48 0.67 0.09
C -0.95 0.19 0.22
O -1.75 0.59 1.02
O -1.24 -0.73 -0.72
H 1.74 -0.81 0.69
H 1.10 -1.06 -0.77
H 0.46 1.36 -0.78
H 0.74 1.27 0.95
H -2.08 -1.15 -0.53
*
```

So, what does the natural (NBO) scheme give us? The charges, in e, come out as:
1. N -0.8082
2. C -0.3366
3. C 0.7716
4. O -0.5793
5. O -0.7050
6. H 0.3533
7. H 0.3660
8. H 0.2157
9. H 0.2227
10. H 0.4998



Entry y
Computed, not measured: an isolated molecule of C2H5NO2, with the ωB97M-V functional and the def2-TZVPD basis.

Summary:
HOMO level   -10.2 eV
SMILES string   CONC=O
Gap between HOMO and LUMO   10.977 eV

The geometry in ORCA input format:
```
! wB97M-V def2-TZVPD RIJCOSX def2/J DEFGRID3
* xyz 0 1
C -1.37 -0.43 0.14
O -0.44 0.12 -0.78
N 0.53 0.97 -0.07
C 1.57 0.10 0.16
O 1.63 -1.08 -0.34
H -2.05 -1.04 -0.67
H -1.99 0.13 0.98
H -0.94 -1.22 0.77
H 0.63 1.83 -0.64
H 2.43 0.61 0.46
*
```

So, what does the natural (NBO) scheme give us? The charges, in e, come out as:
1. C -0.2838
2. O -0.3820
3. N -0.3785
4. C 0.4798
5. O -0.5492
6. H 0.2070
7. H 0.1922
8. H 0.1775
9. H 0.4081
10. H 0.1290



Verdict on stability: entry x comes out on top.



Entry w
Computed, not measured: a structure of composition C24H18N5OPt, with the ωB97M-V functional and the def2-TZVPD basis.

Summary:
HOMO level   -10.0 eV
Gap between HOMO and LUMO   6.683 eV

The geometry in ORCA input format:
```
! wB97M-V def2-TZVPD RIJCOSX def2/J DEFGRID3
* xyz 1 1
Pt -0.02 0.43 0.41
C 4.26 0.38 -0.06
C 2.90 0.44 -0.35
N 1.98 0.25 0.57
C 2.34 -0.08 1.86
C 3.70 -0.12 2.23
C 4.66 0.13 1.23
C 4.03 -0.44 3.57
C 3.02 -0.74 4.44
C 1.67 -0.76 4.06
C 1.28 -0.43 2.77
N 0.02 -0.42 2.21
C -1.22 -0.46 2.81
C -1.55 -0.79 4.12
C -2.89 -0.79 4.54
C -3.93 -0.52 3.71
C -3.66 -0.21 2.36
C -4.66 0.01 1.38
C -4.32 0.24 0.08
C -2.96 0.31 -0.26
N -2.01 0.16 0.63
C -2.32 -0.15 1.93
H 4.98 0.55 -0.85
H 2.54 0.67 -1.35
H 5.71 0.10 1.49
H 5.07 -0.46 3.87
H 3.27 -1.00 5.46
H 0.96 -1.06 4.80
H -0.81 -1.06 4.84
H -3.09 -1.05 5.57
H -4.96 -0.56 4.05
H -5.70 -0.04 1.68
H -5.07 0.36 -0.69
H -2.64 0.51 -1.28
N -3.78 4.57 -0.73
C -2.63 5.25 -0.95
O -2.61 6.42 -1.25
C -1.33 4.50 -0.81
C -0.15 5.23 -0.88
C 1.06 4.58 -0.75
C 1.06 3.21 -0.56
N -0.07 2.49 -0.49
C -1.23 3.13 -0.62
H -4.64 5.07 -0.84
H -3.81 3.60 -0.46
H -0.22 6.30 -1.04
H 1.99 5.11 -0.80
H 1.98 2.67 -0.44
H -2.11 2.50 -0.57
*
```

So, what does the natural (NBO) scheme give us? The charges, in e, come out as:
1. Pt 0.8858
2. C -0.2631
3. C 0.0621
4. N -0.4618
5. C 0.2101
6. C -0.1051
7. C -0.0918
8. C -0.1681
9. C -0.1769
10. C -0.2440
11. C 0.1414
12. N -0.5620
13. C 0.1553
14. C -0.2581
15. C -0.1405
16. C -0.2308
17. C -0.0896
18. C -0.0831
19. C -0.2791
20. C 0.0614
21. N -0.4652
22. C 0.2120
23. H 0.2442
24. H 0.2210
25. H 0.2357
26. H 0.2201
27. H 0.2297
28. H 0.2183
29. H 0.2206
30. H 0.2293
31. H 0.2295
32. H 0.2348
33. H 0.2434
34. H 0.2202
35. N -0.8075
36. C 0.6516
37. O -0.5738
38. C -0.1664
39. C -0.0810
40. C -0.2380
41. C 0.0609
42. N -0.4963
43. C 0.0735
44. H 0.4213
45. H 0.3896
46. H 0.2645
47. H 0.2437
48. H 0.2096
49. H 0.1924



Entry x
Computed, not measured: a structure of composition C24H18N5OPt, with the ωB97M-V functional and the def2-TZVPD basis.

Summary:
HOMO level   -9.9 eV
Gap between HOMO and LUMO   5.866 eV

The geometry in ORCA input format:
```
! wB97M-V def2-TZVPD RIJCOSX def2/J DEFGRID3
* xyz 1 1
Pt -0.58 0.96 -0.24
C -4.88 1.85 -0.54
C -3.51 1.85 -0.76
N -2.65 1.20 0.02
C -3.10 0.52 1.10
C -4.49 0.44 1.37
C -5.38 1.13 0.52
C -4.95 -0.33 2.46
C -4.06 -0.99 3.26
C -2.68 -0.90 3.03
C -2.15 -0.14 1.98
N -0.84 0.07 1.70
C 0.33 -0.44 2.15
C 0.53 -1.35 3.19
C 1.79 -1.85 3.50
C 2.90 -1.49 2.78
C 2.78 -0.56 1.73
C 3.89 -0.16 0.94
C 3.73 0.82 0.00
C 2.47 1.39 -0.18
N 1.40 0.96 0.47
C 1.52 0.01 1.43
H -5.53 2.40 -1.20
H -3.09 2.38 -1.60
H -6.44 1.08 0.71
H -6.01 -0.39 2.65
H -4.40 -1.60 4.08
H -2.04 -1.41 3.73
H -0.29 -1.69 3.79
H 1.89 -2.55 4.31
H 3.88 -1.90 3.01
H 4.85 -0.63 1.10
H 4.56 1.17 -0.59
H 2.32 2.20 -0.88
N 2.48 1.93 -4.86
C 2.80 0.64 -4.63
O 3.66 0.06 -5.23
C 2.03 -0.05 -3.53
C 2.56 -1.26 -3.06
C 1.88 -1.94 -2.06
C 0.73 -1.39 -1.53
N 0.24 -0.22 -1.96
C 0.86 0.42 -2.95
H 2.96 2.39 -5.62
H 1.76 2.44 -4.38
H 3.48 -1.63 -3.49
H 2.23 -2.90 -1.71
H 0.18 -1.88 -0.74
H 0.38 1.33 -3.29
*
```

So, what does the natural (NBO) scheme give us? The charges, in e, come out as:
1. Pt 0.9515
2. C -0.2645
3. C 0.0819
4. N -0.4855
5. C 0.2141
6. C -0.0944
7. C -0.0768
8. C -0.2128
9. C -0.1645
10. C -0.2494
11. C 0.1408
12. N -0.5570
13. C 0.1515
14. C -0.2562
15. C -0.1599
16. C -0.2220
17. C -0.0951
18. C -0.0888
19. C -0.2577
20. C 0.0749
21. N -0.4789
22. C 0.2085
23. H 0.2433
24. H 0.2132
25. H 0.2327
26. H 0.2251
27. H 0.2305
28. H 0.2156
29. H 0.2189
30. H 0.2313
31. H 0.2254
32. H 0.2358
33. H 0.2434
34. H 0.2151
35. N -0.8064
36. C 0.6480
37. O -0.5754
38. C -0.1773
39. C -0.0848
40. C -0.2436
41. C 0.0556
42. N -0.5140
43. C 0.0640
44. H 0.4212
45. H 0.3911
46. H 0.2612
47. H 0.2454
48. H 0.2246
49. H 0.2002



Verdict on stability: entry w comes out on top.